Entry from OMol25: a cluster of 2 separate species, C23H29N7O5 in total (ωB97M-V/def2-TZVPD).

```
64
Properties=species:S:1:pos:R:3:forces:R:3:lowdin_charge:R:1
O -0.4138 -3.0402 4.0853 0.3 0.0 -0.2 0.0223
O 2.6404 -4.0258 1.6951 -0.3 0.4 0.1 0.0402
N -2.5108 -0.2418 -0.9029 -1.8 2.9 -0.9 0.2121
N -3.1725 0.0487 1.3024 -2.1 2.5 -1.0 0.2119
N -1.6375 -1.6148 0.7628 1.3 -0.9 0.3 0.1899
O 1.8069 0.4773 -3.5182 -0.7 0.5 0.0 0.0439
O -4.0518 1.4087 -0.2907 0.8 -0.5 0.0 0.0069
O -2.4717 3.4867 -2.9063 -0.6 -0.5 0.4 -0.0609
C 0.7045 -2.8135 4.5408 -1.1 -0.5 0.6 -0.5226
C 1.6501 -3.3011 1.5906 1.1 -0.9 0.0 -0.4597
C -3.2148 0.3728 0.0296 -0.5 1.0 -0.2 -0.3677
C -1.7635 -1.1888 -0.4495 0.5 -1.2 -1.1 -0.5306
C -2.3519 -0.9086 1.5803 0.0 -0.6 2.4 -0.5165
C 0.7820 6.0818 -3.2100 -0.2 -0.2 0.0 -0.0975
C 0.9648 4.7093 -3.4119 -0.6 0.2 0.1 -0.0738
C -0.4886 6.5817 -2.9054 0.1 -0.6 -0.1 -0.0812
C -0.1269 3.8384 -3.3090 0.0 0.2 0.1 -0.0078
C -1.5740 5.7042 -2.7982 0.3 0.0 0.0 -0.0111
C 1.1865 0.6649 -1.2149 0.6 -0.5 0.2 -0.0086
C 3.0424 -0.7780 -1.8800 -0.7 0.4 1.1 -0.0090
C 1.3939 0.3107 0.1308 0.7 -0.5 -1.2 -0.0248
C 3.2431 -1.1349 -0.5313 -0.9 0.8 -0.4 -0.0175
C -1.3992 4.3304 -2.9943 0.9 0.8 -0.1 -0.3016
C 2.0105 0.1246 -2.2219 0.7 -0.7 1.0 -0.3134
C 2.4252 -0.5841 0.4753 -0.1 -0.1 -0.2 -0.2236
N -1.1203 -1.8761 -1.3774 0.9 -1.2 -1.6 0.1886
N -2.2420 -1.1950 2.8683 0.0 -1.0 1.4 0.1838
N 0.6293 -3.5741 0.7702 -0.5 0.1 -0.1 0.0410
N 1.6829 -2.2517 3.8315 0.6 0.4 -0.9 0.1225
C 1.0268 -3.1724 5.9712 0.0 0.1 -0.1 0.0070
C 0.5370 -4.7450 -0.1014 0.3 0.3 0.4 -0.0532
C -3.8906 2.0415 -1.5768 0.3 -0.1 -0.6 -0.1360
C -2.6691 2.9641 -1.5856 0.0 -0.2 0.1 -0.1511
C 2.6091 -0.9845 1.9273 0.1 0.0 -0.2 -0.1006
C 1.5569 -1.9964 2.3959 -0.4 0.2 0.0 -0.2103
H 2.4683 0.0995 -4.0982 0.2 -0.2 0.0 0.1005
H 1.6270 6.7588 -3.2923 -0.1 -0.1 0.0 0.0974
H 1.9495 4.3182 -3.6524 -0.2 0.0 0.0 0.1028
H -0.6321 7.6480 -2.7553 0.0 -0.2 0.0 0.1009
H 0.0082 2.7751 -3.4819 0.0 0.1 0.0 0.1055
H -2.5638 6.0851 -2.5700 0.0 -0.1 0.0 0.1165
H 0.3919 1.3409 -1.4881 -0.1 0.1 -0.1 0.0864
H 3.6684 -1.2036 -2.6484 0.1 0.0 -0.2 0.1040
H 0.7494 0.7174 0.8981 0.0 0.1 0.1 0.1154
H 4.0180 -1.8424 -0.2668 0.0 0.0 0.0 0.1142
H -1.4899 -1.6744 -2.2952 0.3 -0.4 -0.1 0.1186
H -0.9785 -2.8368 -1.1091 0.3 0.0 -0.5 0.0801
H -1.7627 -2.0706 3.0793 -0.1 0.3 0.4 0.0701
H -3.0678 -0.9464 3.3899 0.3 0.0 0.3 0.1129
H -0.1456 -2.9163 0.7853 0.0 -0.1 0.1 0.0681
H 2.5848 -2.1257 4.2594 0.0 -0.1 -0.1 0.1501
H 1.8055 -3.9333 5.9806 0.1 0.0 0.1 0.0865
H 0.1288 -3.5637 6.4471 0.1 0.1 -0.1 0.0851
H 1.3665 -2.2844 6.5005 0.1 0.0 0.2 0.0822
H 0.7163 -4.4513 -1.1365 0.0 -0.1 -0.1 0.0768
H 1.2865 -5.4876 0.1818 -0.1 0.2 0.0 0.0856
H -0.4512 -5.1983 -0.0110 0.0 0.1 0.0 0.0848
H -3.8044 1.3003 -2.3787 0.1 0.0 0.2 0.1221
H -4.7824 2.6376 -1.7901 0.0 -0.2 0.4 0.1320
H -1.7810 2.4041 -1.2772 0.0 0.0 0.0 0.1103
H -2.8237 3.7773 -0.8688 0.0 0.0 -0.1 0.1359
H 2.5367 -0.0877 2.5438 -0.1 0.0 0.2 0.1232
H 3.6058 -1.4055 2.0674 0.0 -0.1 0.0 0.1207
H 0.5780 -1.5531 2.2153 -0.1 0.0 0.1 0.1202
```
Forces are in eV/Å.

## Properties
SMILES = CNC(=O)[C@H](Cc1ccc(O)cc1)NC(C)=O.Nc1nc(N)nc(OCCOc2ccccc2)n1
charge = 0
Kohn-Sham gap = 9.096 eV
LUMO level = 0.0215 Eh
HOMO energy = -8.51 eV
E = -44992.2871 eV